Below is a molecular structure, C4H8O, with properties calculated with ωB97M-V with the def2-TZVPD basis set.

Atoms and positions in Å:
C (0.96, 0.72, -0.18)
C (-0.53, 0.74, 0.09)
C (-1.13, -0.60, -0.34)
O (-0.08, -1.58, -0.29)
C (0.96, -1.29, 0.51)
H (1.17, 0.78, -1.26)
H (1.53, 1.47, 0.37)
H (-1.03, 1.56, -0.45)
H (-0.70, 0.92, 1.16)
H (-1.98, -0.90, 0.29)
H (-1.45, -0.58, -1.38)
H (0.64, -0.87, 1.49)
H (1.66, -0.36, -0.01)

Output
ΔE to the lowest compared entry with this formula, charge and spin (eV): 4.256
Energy (Ha): -232.289244
LUMO (eV): 1.00
Orbital gap (eV): 9.15

Below is a molecular structure, C28H46N2O20S in a non-equilibrium geometry, with properties calculated with ωB97M-V with the def2-TZVPD basis set.

Atoms and positions in Å:
C (-5.09, -0.69, -1.47)
N (-3.63, -0.78, -1.23)
O (-3.20, -1.57, -0.38)
O (-2.90, -0.04, -1.91)
H (-5.55, -1.22, -0.63)
H (-5.15, -1.19, -2.43)
H (-5.54, 0.30, -1.40)
C (-1.09, 0.08, -0.99)
N (0.11, -0.13, -0.15)
O (0.94, 0.80, 0.04)
O (0.21, -1.23, 0.35)
H (-1.01, 0.96, -1.62)
H (-1.96, 0.12, -0.33)
H (-1.40, -0.76, -1.62)
O (-2.02, -6.34, -0.36)
C (-1.63, -5.18, -0.34)
O (-2.45, -4.20, -0.12)
C (-1.84, -2.96, 0.06)
C (-0.40, -3.27, -0.53)
C (-0.22, -4.79, -0.45)
H (-1.68, -2.69, 1.11)
H (-2.32, -2.09, -0.39)
H (0.34, -2.64, -0.04)
H (-0.29, -2.84, -1.53)
H (0.42, -5.11, 0.38)
H (0.23, -5.07, -1.40)
O (-1.65, 1.26, 0.92)
C (-2.16, 2.09, 0.14)
O (-1.56, 3.17, -0.35)
C (-2.39, 3.88, -1.27)
C (-3.52, 2.93, -1.58)
C (-3.56, 1.98, -0.41)
H (-1.83, 4.25, -2.13)
H (-2.75, 4.77, -0.76)
H (-3.23, 2.34, -2.46)
H (-4.52, 3.31, -1.76)
H (-3.82, 0.94, -0.59)
H (-4.16, 2.33, 0.43)
O (-0.91, 3.03, 4.49)
C (-0.35, 2.50, 3.52)
O (0.48, 3.13, 2.71)
C (0.96, 2.25, 1.71)
C (0.86, 0.94, 2.40)
C (-0.48, 1.12, 3.10)
H (1.99, 2.42, 1.39)
H (0.43, 2.44, 0.78)
H (1.64, 0.68, 3.12)
H (0.92, 0.09, 1.72)
H (-0.58, 0.50, 3.99)
H (-1.38, 0.91, 2.52)
O (1.35, -0.54, 4.21)
C (1.00, -1.62, 3.72)
O (1.31, -2.72, 4.31)
C (0.50, -3.78, 3.72)
C (0.24, -3.34, 2.29)
C (0.29, -1.84, 2.36)
H (-0.35, -4.05, 4.36)
H (1.26, -4.55, 3.84)
H (-0.74, -3.65, 1.93)
H (1.02, -3.71, 1.63)
H (-0.69, -1.36, 2.26)
H (1.08, -1.39, 1.76)
O (3.22, 2.72, 0.98)
C (3.35, 1.49, 1.14)
O (3.48, 0.95, 2.40)
C (3.48, -0.49, 2.35)
C (2.92, -0.83, 0.94)
C (3.35, 0.36, 0.11)
H (2.81, -0.88, 3.10)
H (4.48, -0.91, 2.45)
H (1.83, -0.88, 1.02)
H (3.23, -1.82, 0.58)
H (2.76, 0.57, -0.78)
H (4.33, 0.18, -0.32)
O (3.16, 1.46, -2.04)
C (2.38, 0.50, -2.42)
O (1.06, 0.61, -2.22)
C (0.41, -0.61, -2.61)
C (1.43, -1.28, -3.59)
C (2.80, -0.82, -3.10)
H (-0.53, -0.47, -3.14)
H (0.22, -1.27, -1.77)
H (1.25, -1.05, -4.64)
H (1.49, -2.36, -3.61)
H (3.58, -0.67, -3.86)
H (3.21, -1.48, -2.34)
C (1.46, 3.20, -2.78)
C (1.52, 2.48, -1.42)
O (0.83, 3.29, -0.41)
S (0.40, 4.76, -1.19)
O (1.59, 5.61, -1.15)
O (-0.88, 5.28, -0.77)
O (0.32, 3.97, -2.61)
H (1.39, 2.48, -3.59)
H (2.37, 3.78, -2.92)
H (2.55, 2.48, -1.06)
H (1.15, 1.46, -1.35)

Output
ΔE to the lowest compared entry with this formula, charge and spin (eV): 29.299
Energy (Ha): -3105.675283
LUMO (eV): -2.43
Orbital gap (eV): 5.13

Below is 3 unconnected molecules or ions with the total composition C3H13NO3 in a non-equilibrium geometry, with properties calculated with ωB97M-V with the def2-TZVPD basis set.

Atoms and positions in Å:
C (-0.71, 1.65, 0.68)
C (-0.02, 0.26, 0.65)
C (-0.61, -0.76, -0.26)
O (0.13, -2.04, -0.16)
N (-0.43, 2.84, 1.52)
H (-0.64, 2.02, -0.37)
H (-1.79, 1.42, 0.87)
H (1.12, 0.31, 0.54)
H (-0.11, -0.07, 1.69)
H (-1.68, -0.95, -0.01)
H (-0.47, -0.46, -1.32)
H (-0.46, -2.52, -0.77)
H (-0.16, 2.47, 2.43)
H (0.43, 3.29, 1.24)
H (1.64, -2.77, 1.47)
H (2.46, -1.55, 1.85)
O (2.37, -2.50, 2.05)
H (0.25, 0.26, -3.81)
H (-0.84, -0.55, -4.57)
O (-0.48, -0.34, -3.71)

Output
ΔE to the lowest compared entry with this formula, charge and spin (eV): 1.313
Energy (Ha): -402.532189
LUMO (eV): 0.49
SMILES: NCCCO.O.O
Orbital gap (eV): 10.40

Below is a gas-phase ion, C3H8N3 (charge +1) in a non-equilibrium geometry, with properties calculated with ωB97M-V with the def2-TZVPD basis set.

Atoms and positions in Å:
C (-1.91, 0.45, 0.09)
C (-0.06, -1.34, -0.02)
C (1.65, 0.23, -0.18)
N (-2.14, -0.77, 0.20)
N (-0.71, 1.08, -0.06)
N (0.30, 0.03, 0.30)
H (-2.73, 1.25, 0.13)
H (0.09, -1.99, 0.85)
H (-0.26, -1.49, -1.04)
H (1.62, 0.09, -1.36)
H (2.17, 1.18, 0.16)
H (2.15, -0.53, 0.38)
H (-0.48, 1.74, -0.79)
H (0.30, 0.07, 1.34)

Output
ΔE to the lowest compared entry with this formula, charge and spin (eV): 6.102
Energy (Ha): -282.939519
LUMO (alpha / beta) (eV): -4.88 / -4.87
Total charge: +1
Orbital gap (alpha / beta) (eV): 9.59 / 9.59

Below is a molecular structure, C30H32AsMoN3O9S in a non-equilibrium geometry, with properties calculated with ωB97M-V with the def2-TZVPD basis set.

Atoms and positions in Å:
Mo (-0.94, -0.04, -0.18)
O (-1.78, 4.25, 0.42)
As (-1.15, 2.83, 1.28)
O (0.34, 3.25, 1.68)
O (-1.23, 1.69, -0.05)
C (-2.61, 2.53, 2.55)
C (-3.38, 3.61, 2.97)
C (-4.41, 3.39, 3.87)
C (-4.67, 2.12, 4.36)
C (-3.90, 1.05, 3.95)
C (-2.87, 1.27, 3.05)
S (-1.92, -0.08, 2.41)
O (-1.96, -1.22, 3.24)
O (-2.55, -0.32, 1.03)
O (-0.57, 0.43, 2.03)
H (-1.07, 4.87, 0.22)
H (-3.17, 4.60, 2.58)
H (-5.02, 4.23, 4.19)
H (-5.47, 1.97, 5.07)
H (-4.06, 0.05, 4.31)
C (0.95, -0.40, -3.57)
O (-0.27, 0.18, -3.14)
C (-0.78, 1.22, -3.86)
C (-0.10, 1.85, -4.91)
C (-0.66, 2.92, -5.57)
C (-1.91, 3.41, -5.22)
C (-2.59, 2.83, -4.18)
C (-2.06, 1.72, -3.49)
N (-2.80, 1.20, -2.46)
C (-2.64, 0.01, -1.76)
C (-2.39, -1.23, -2.56)
C (-3.05, -1.59, -3.73)
C (-2.78, -2.83, -4.30)
C (-1.87, -3.70, -3.73)
C (-1.21, -3.37, -2.56)
C (-1.48, -2.13, -1.98)
O (-0.87, -1.61, -0.90)
H (1.03, -1.34, -3.02)
H (1.80, 0.24, -3.33)
H (0.93, -0.60, -4.64)
H (0.86, 1.49, -5.21)
H (-0.11, 3.38, -6.38)
H (-2.35, 4.23, -5.76)
H (-3.56, 3.20, -3.88)
H (-3.52, 1.83, -2.12)
H (-3.52, -0.14, -1.12)
H (-3.78, -0.93, -4.18)
H (-3.30, -3.12, -5.21)
H (-1.67, -4.66, -4.20)
H (-0.50, -4.04, -2.09)
C (6.14, -1.77, 2.66)
C (4.99, -2.32, 1.81)
N (3.78, -2.51, 2.57)
C (3.74, -3.56, 3.59)
C (3.62, -2.97, 4.99)
C (2.62, -1.90, 2.29)
O (1.54, -2.23, 2.76)
C (2.56, -0.74, 1.32)
C (3.16, 0.51, 1.50)
C (2.75, 1.55, 0.67)
C (1.72, 1.35, -0.22)
N (1.10, 0.16, -0.37)
C (1.59, -0.87, 0.35)
H (7.03, -1.65, 2.04)
H (6.38, -2.45, 3.47)
H (5.89, -0.80, 3.09)
H (5.30, -3.28, 1.39)
H (4.78, -1.64, 0.98)
H (4.64, -4.17, 3.49)
H (2.87, -4.18, 3.39)
H (4.51, -2.41, 5.26)
H (3.48, -3.78, 5.71)
H (2.76, -2.32, 5.04)
H (3.92, 0.67, 2.25)
H (3.20, 2.53, 0.76)
H (1.33, 2.16, -0.83)
H (1.18, -1.87, 0.16)

Output
ΔE to the lowest compared entry with this formula, charge and spin (eV): 2.797
Expectation value of S²: 2.051
2S+1: 3
Energy (Ha): -4705.406118
LUMO (alpha / beta) (eV): -7.12 / -8.39
Total charge: +2
Orbital gap (alpha / beta) (eV): 6.60 / 5.33

Below is a molecular structure, C18H33N4O4S2Ti in a non-equilibrium geometry, with properties calculated with ωB97M-V with the def2-TZVPD basis set.

Atoms and positions in Å:
Ti (0.42, -0.30, -0.03)
C (-0.50, -4.41, -1.17)
C (0.00, -3.10, -1.72)
C (0.62, -3.21, -3.09)
O (-1.06, -2.07, -1.71)
C (0.86, -2.32, -0.73)
O (0.49, -2.21, 0.50)
O (1.60, -1.37, -1.13)
H (-1.25, -4.83, -1.84)
H (-0.93, -4.29, -0.18)
H (0.32, -5.13, -1.10)
H (-0.15, -3.50, -3.81)
H (1.39, -3.99, -3.10)
H (1.07, -2.27, -3.40)
H (-1.88, -2.49, -1.99)
C (0.51, 3.20, 1.03)
N (1.93, 2.88, 0.90)
C (2.75, 3.98, 0.35)
C (2.44, 1.70, 1.19)
N (1.64, 0.56, 1.14)
N (3.72, 1.54, 1.52)
C (4.41, 0.26, 1.31)
C (4.48, 2.55, 2.28)
H (0.40, 4.10, 1.63)
H (-0.02, 2.40, 1.51)
H (0.07, 3.39, 0.05)
H (2.19, 4.43, -0.46)
H (3.69, 3.60, -0.04)
H (2.95, 4.75, 1.10)
H (2.04, -0.16, 1.74)
H (4.00, -0.28, 0.47)
H (4.38, -0.36, 2.21)
H (5.46, 0.47, 1.09)
H (3.82, 3.32, 2.68)
H (5.26, 3.01, 1.67)
H (4.95, 2.04, 3.12)
O (-1.18, -0.08, 0.81)
S (-2.51, -0.56, 1.54)
C (-2.46, 0.28, 3.14)
C (-3.20, -0.69, 4.08)
C (-3.05, -2.15, 3.53)
C (-2.12, -2.14, 2.32)
H (-2.94, 1.25, 3.06)
H (-1.40, 0.39, 3.37)
H (-4.25, -0.43, 4.14)
H (-2.79, -0.58, 5.08)
H (-4.03, -2.54, 3.25)
H (-2.64, -2.83, 4.28)
H (-2.30, -2.95, 1.61)
H (-1.07, -2.09, 2.57)
S (0.37, 1.09, -2.00)
C (-1.14, 1.04, -2.89)
N (-1.00, 1.02, -4.23)
C (-2.04, 1.07, -5.10)
C (-3.32, 1.13, -4.63)
C (-3.51, 1.15, -3.25)
C (-2.42, 1.11, -2.39)
H (-0.06, 0.99, -4.61)
H (-1.79, 1.06, -6.15)
H (-4.15, 1.16, -5.32)
H (-4.51, 1.23, -2.85)
H (-2.55, 1.16, -1.32)

Output
ΔE to the lowest compared entry with this formula, charge and spin (eV): 0.761
Energy (Ha): -2870.686125
LUMO (eV): -9.99
Total charge: +3
Orbital gap (eV): 7.66